(1)
Density functional theory data (ωB97M-V/def2-TZVPD) for a structure of composition C27H37ClN2O2Si2TcTe.

Atoms and positions in Å:
1 H -1.313 4.889 -1.062
2 H 5.086 3.308 -2.967
3 H 3.249 0.550 -5.679
4 H -3.138 4.037 -1.122
5 C -4.500 -3.306 2.748
6 H -5.109 2.302 -0.775
7 N 0.615 0.767 -1.050
8 C 3.366 0.943 -4.677
9 C -2.483 -1.023 2.616
10 C -3.443 0.844 -0.316
11 H -0.254 -4.357 0.908
12 H 1.468 -1.458 0.945
13 H 1.991 -0.455 -3.813
14 H -1.541 -4.891 2.781
15 H 2.711 -6.106 0.100
16 C -4.050 2.134 -0.660
17 C -0.918 2.780 0.639
18 C -0.736 4.183 0.907
19 H 2.008 -2.667 -2.220
20 H -0.081 -4.915 -0.760
21 H -3.346 -0.363 2.512
22 Si 1.995 -3.746 0.055
23 Tc -0.553 -0.097 0.459
24 H -0.028 3.809 2.908
25 C 0.142 -4.099 -0.069
26 C 2.025 0.282 -1.200
27 Si -2.806 -2.828 2.150
28 H -0.471 -3.472 2.768
29 H -1.611 -3.705 4.080
30 C -0.983 5.162 -0.068
31 H -3.980 -0.071 -0.105
32 H -1.661 -0.524 2.070
33 C -3.059 3.004 -0.821
34 H 3.905 -5.076 0.887
35 H 1.954 -0.796 -1.297
36 H 4.793 2.435 -5.259
37 H -4.689 -4.364 2.554
38 C -0.229 4.565 2.161
39 C 4.397 2.494 -3.153
40 Te -1.029 -2.470 -0.791
41 H 3.160 -1.873 1.237
42 C 2.633 -3.371 -1.664
43 H 1.895 -2.568 2.249
44 H -4.602 -3.147 3.824
45 H -3.574 -2.318 -0.161
46 C -0.014 5.893 2.446
47 C -1.756 2.283 -0.580
48 O -0.384 1.904 1.336
49 O -0.970 2.325 -1.769
50 Cl -0.002 8.501 1.818
51 C 2.145 -2.278 1.225
52 H 2.508 0.494 -0.245
53 N -2.163 0.887 -0.280
54 C 3.685 1.933 -2.101
55 C 0.217 1.693 -1.829
56 H -0.912 7.255 -0.540
57 C 2.659 0.380 -3.626
58 H 0.814 2.070 -2.653
59 H 3.822 2.311 -1.093
60 C -0.274 6.852 1.466
61 H -5.287 -2.735 2.250
62 H 3.646 -2.962 -1.633
63 H 2.670 -4.288 -2.257
64 C -1.479 -3.822 3.000
65 C 2.833 -5.246 0.761
66 C 2.812 0.875 -2.332
67 C -0.744 6.491 0.205
68 H -3.087 -3.985 -0.068
69 C 4.235 2.001 -4.440
70 C -2.814 -2.980 0.263
71 H 2.425 -5.512 1.739
72 H -2.147 -0.966 3.654
73 H 0.352 6.204 3.414

F_max	0.739	eV/A
spin multiplicity	2
frontier orbital gap (spin up / spin down)	7.33 / 6.93	eV
⟨S²⟩	0.7557
energy above the lowest of the compared OMol25 structures with the same formula, charge and spin	14.45	kJ/mol
total charge	+2


(2)
Density functional theory data (ωB97M-V/def2-TZVPD) for a structure of composition C27H37ClN7O9SV at a distorted geometry.

Atoms and positions in Å:
1 H -1.959 5.007 -5.067
2 C 5.813 -1.443 6.263
3 C -2.458 -0.237 1.907
4 C -0.509 3.176 -3.509
5 O 0.204 4.239 -4.188
6 H -0.453 0.565 -2.123
7 C 2.250 -2.231 -4.319
8 O -3.020 2.194 2.520
9 H 3.752 -1.506 -1.370
10 H 0.100 -4.353 -0.426
11 N 3.635 -1.649 5.271
12 H -0.955 2.988 -6.265
13 H 0.395 3.946 -5.083
14 H -1.245 1.016 6.294
15 N 2.241 -3.579 5.500
16 H 2.346 -2.899 -5.164
17 H 6.519 -1.994 6.886
18 V -0.622 -0.417 2.336
19 C 0.024 -3.459 0.194
20 S 1.278 -1.567 4.078
21 H -1.403 -0.729 1.035
22 O 2.298 -1.652 0.890
23 O -2.559 -1.296 3.102
24 N -1.006 1.551 0.688
25 O -2.069 0.533 6.121
26 C 4.389 -3.511 6.542
27 C 4.559 -2.236 6.016
28 H -0.824 0.240 -3.803
29 H 1.913 0.120 -1.281
30 C -0.362 2.159 -0.266
31 C 3.186 -4.129 6.238
32 C 0.457 1.969 -3.554
33 C -1.614 2.368 -5.650
34 C -2.061 1.454 2.452
35 H -2.804 4.806 -3.529
36 H -3.505 4.158 -5.007
37 H -1.956 -4.804 -0.672
38 H 2.968 -5.129 6.610
39 C 1.216 -1.305 -4.262
40 C 3.044 -1.447 -2.184
41 C 1.079 -0.444 -3.179
42 C -3.060 -0.696 4.280
43 N -2.275 -4.036 -0.115
44 C 2.005 -0.529 -2.143
45 H -3.411 2.636 -2.757
46 H 1.335 2.244 -2.961
47 C -2.874 2.076 -3.519
48 O -0.430 -0.691 0.318
49 N -1.105 2.923 -1.068
50 H 6.296 -1.208 5.314
51 H -3.480 -1.498 4.893
52 C -2.564 4.321 -4.476
53 N 1.387 -1.221 1.456
54 H 0.705 2.062 -0.418
55 C -1.863 2.972 -4.258
56 H -3.261 -3.904 0.025
57 H -1.149 4.716 -2.114
58 H -2.429 1.214 -3.029
59 N -2.365 2.924 -0.612
60 C -1.414 -3.145 0.471
61 O -0.781 1.782 2.795
62 H -3.617 1.706 -4.230
63 H 0.552 -3.633 1.131
64 H 0.847 1.881 -4.575
65 H 0.472 -2.620 -0.325
66 C -0.591 3.781 -2.100
67 C -1.838 -0.144 4.993
68 C -2.342 2.080 0.388
69 H -2.561 2.286 -6.185
70 H 0.420 4.067 -1.810
71 H -1.182 1.368 -5.597
72 H -3.199 1.769 0.977
73 C -0.032 0.571 -3.131
74 H 5.143 -3.993 7.150
75 H 5.568 -0.505 6.761
76 H 0.504 -1.259 -5.079
77 H -3.368 -0.256 1.330
78 C 3.156 -2.290 -3.277
79 O -1.920 -2.251 1.139
80 O -0.717 -0.281 4.563
81 H -3.791 0.084 4.075
82 C 2.486 -2.328 5.019
83 Cl 4.460 -3.450 -3.340

F_max	6.617	eV/A
spin multiplicity	4
frontier orbital gap (spin up / spin down)	6.11 / 6.17	eV
⟨S²⟩	3.7753
energy above the lowest of the compared OMol25 structures with the same formula, charge and spin	830.23	kJ/mol
total charge	-1


(3)
Density functional theory data (ωB97M-V/def2-TZVPD) for a structure of composition C27H37CsN4O3 at a distorted geometry.

Atoms and positions in Å:
1 C 1.188 -1.539 -2.974
2 H 2.489 -1.089 -7.288
3 C 0.867 -0.945 -4.273
4 H -5.603 -2.103 1.276
5 O -1.228 0.195 -3.800
6 H -4.907 -2.813 -0.897
7 Cs -1.933 0.147 -0.853
8 H -0.850 -3.087 0.525
9 H 1.066 -0.533 2.044
10 C -4.137 -2.823 -0.122
11 H 4.428 1.896 1.688
12 C 2.447 -2.424 -2.845
13 H -3.688 -0.524 3.737
14 H -1.935 2.664 -2.948
15 H 2.820 -2.371 3.631
16 H 4.370 -0.388 3.670
17 H -3.556 -2.158 4.386
18 C 0.013 3.171 -2.587
19 C 1.645 -0.925 -6.633
20 H 2.178 -3.302 -2.184
21 C -4.571 -2.317 1.137
22 C -0.343 1.997 4.405
23 C 0.340 -0.506 -6.994
24 H -1.669 4.328 -0.555
25 H -2.379 2.544 5.063
26 O 2.383 2.536 4.042
27 N -1.580 1.611 1.917
28 H 1.370 2.022 -1.557
29 C -0.247 1.519 2.062
30 H 0.025 -0.333 -8.022
31 C -1.695 2.245 4.214
32 C 1.791 -1.212 -5.323
33 C -0.681 -0.232 -6.076
34 H 2.675 -1.071 1.518
35 C 4.909 0.993 2.131
36 N 2.622 0.508 2.931
37 H 4.998 0.214 1.364
38 C -0.416 -0.320 -4.654
39 N 0.378 1.964 -1.800
40 C -2.277 1.967 2.959
41 H 4.066 1.326 4.151
42 C 1.914 1.592 3.429
43 H -2.443 -3.187 -1.418
44 H 1.493 -1.414 4.380
45 H -1.554 2.734 -0.435
46 H 0.753 3.945 -2.319
47 C -1.913 -2.983 0.688
48 C -3.694 -2.133 2.178
49 C -2.343 -2.560 1.925
50 H 0.150 3.028 -3.667
51 N -1.960 3.449 -1.011
52 C -1.430 3.492 -2.414
53 C 4.039 0.586 3.341
54 C -4.067 -1.570 3.558
55 H 0.379 1.347 1.143
56 H 2.840 -2.824 -3.803
57 O 0.500 -1.324 -1.979
58 H -1.752 4.471 -2.747
59 H -1.461 -2.427 2.639
60 C 0.426 1.570 3.300
61 H -5.102 -1.683 3.802
62 H 0.305 1.182 -2.380
63 H 1.215 -2.568 3.029
64 H -3.367 2.105 2.815
65 H -1.693 0.040 -6.473
66 H 5.944 1.169 2.454
67 C -2.792 -3.066 -0.368
68 H 3.302 -1.912 -2.363
69 H 0.171 2.173 5.314
70 H 2.730 -1.487 -4.928
71 C 1.932 -1.841 3.445
72 C 2.103 -0.735 2.396

F_max	2.376	eV/A
spin multiplicity	1
frontier orbital gap	6.77	eV
energy above the lowest of the compared OMol25 structures with the same formula, charge and spin	93.42	kJ/mol
total charge	0